The following is a quantum chemistry calculation of C25H22F10N3SiSn as an isolated structure, from the Open Molecules 2025 dataset.

For the HOMO-LUMO gap, the calculation gives 7.94 eV. As for the total energy: -2632.32662 a.u. The total charge is +1. Its multiplicity is 1. For the LUMO energy, the calculation gives -3.0 eV.

Structure (XYZ):
```
62
Properties=species:S:1:pos:R:3:nbo_charge:R:1
Sn 0.099 -0.717 -0.791 1.73
C -0.122 -2.489 -3.359 -0.42
N -0.845 -1.400 -2.672 -0.53
C -2.217 -1.825 -2.270 -0.24
C -2.168 -2.589 -0.959 -0.24
N -1.451 -1.782 0.038 -0.87
C -1.726 -1.958 1.391 0.11
C -3.001 -2.117 1.943 0.29
F -4.097 -2.073 1.170 -0.30
C -3.208 -2.249 3.307 0.29
F -4.447 -2.381 3.765 -0.27
C -2.147 -2.200 4.194 0.26
F -2.348 -2.307 5.501 -0.27
C -0.870 -2.029 3.687 0.33
F 0.186 -1.992 4.495 -0.29
C -0.693 -1.926 2.324 0.26
F 0.577 -1.827 1.861 -0.32
C -0.844 -0.173 -3.507 -0.23
C -1.384 1.025 -2.748 -0.23
N -0.847 1.025 -1.396 -0.86
C -1.093 2.097 -0.557 0.13
C -0.764 1.965 0.794 0.24
F -0.277 0.753 1.192 -0.32
C -0.948 2.931 1.755 0.34
F -0.600 2.697 3.016 -0.28
C -1.514 4.140 1.387 0.25
F -1.697 5.104 2.282 -0.27
C -1.889 4.316 0.067 0.31
F -2.444 5.460 -0.312 -0.27
C -1.692 3.318 -0.879 0.27
F -2.100 3.592 -2.130 -0.30
H -0.571 -2.679 -4.336 0.22
H -0.171 -3.399 -2.765 0.22
H 0.922 -2.209 -3.499 0.22
H -2.661 -2.416 -3.074 0.22
H -2.814 -0.928 -2.124 0.23
H -1.678 -3.562 -1.102 0.18
H -3.189 -2.802 -0.659 0.25
H -1.414 -0.344 -4.423 0.23
H 0.198 0.005 -3.788 0.21
H -2.479 1.009 -2.739 0.20
H -1.098 1.913 -3.311 0.23
C 3.319 -0.452 -2.120 -1.14
Si 2.719 -0.704 -0.363 1.40
C 3.128 -2.381 0.350 -1.14
C 2.833 0.805 0.701 -0.49
C 3.046 2.037 0.074 -0.20
C 3.129 3.207 0.818 -0.21
C 3.011 3.156 2.198 -0.18
C 2.817 1.937 2.836 -0.19
C 2.732 0.771 2.095 -0.21
H 4.390 -0.247 -2.170 0.27
H 2.800 0.388 -2.584 0.25
H 3.134 -1.352 -2.711 0.25
H 4.044 -2.759 -0.107 0.26
H 2.339 -3.107 0.166 0.26
H 3.287 -2.323 1.427 0.27
H 3.139 2.098 -1.004 0.21
H 3.291 4.153 0.320 0.23
H 3.075 4.065 2.781 0.23
H 2.726 1.899 3.913 0.23
H 2.566 -0.167 2.610 0.22
```

=====

The following is a quantum chemistry calculation of C25H22F4N4O2PdS as an isolated structure, from the Open Molecules 2025 dataset.

For the HOMO-LUMO gap (alpha / beta), the calculation gives 6.99 / 6.99 eV. As for the total energy: -2260.84557 a.u. Its multiplicity is 1. For the LUMO energy (alpha / beta), the calculation gives -0.7 / -0.7 eV. The calculation puts the relative energy (zero: lowest compared OMol25 entry of this formula, charge and spin) at 3.3 kcal per mole.

Structure (XYZ):
```
59
Properties=species:S:1:pos:R:3:nbo_charge:R:1
Pd 0.502 0.833 0.009 1.00
C 0.027 4.044 -0.629 -0.42
N 0.624 2.837 -1.188 -0.46
C 0.112 2.614 -2.539 -0.41
C 2.105 2.867 -1.174 -0.25
C 2.589 2.766 0.261 -0.24
N 2.068 1.569 0.918 -0.58
C 2.827 0.420 1.046 0.02
C 2.409 -0.506 2.010 0.30
F 1.384 -0.226 2.830 -0.30
C 3.053 -1.724 2.156 0.34
F 2.617 -2.567 3.105 -0.31
C 4.133 -2.073 1.377 -0.34
C 4.561 -1.161 0.429 0.34
F 5.596 -1.462 -0.367 -0.30
C 3.920 0.047 0.254 0.34
F 4.327 0.857 -0.738 -0.32
H 0.352 4.934 -1.185 0.18
H 0.283 4.170 0.420 0.21
H -1.057 3.966 -0.705 0.21
H 0.396 3.435 -3.212 0.18
H -0.975 2.550 -2.509 0.21
H 0.494 1.674 -2.933 0.23
H 2.502 3.773 -1.660 0.18
H 2.439 2.005 -1.752 0.23
H 2.215 3.623 0.827 0.19
H 3.679 2.822 0.314 0.22
H 4.627 -3.025 1.500 0.25
O 1.470 -0.833 -1.538 -0.98
S 0.133 -1.427 -1.691 2.32
O -0.180 -2.062 -2.940 -0.94
N -0.803 -0.203 -1.278 -0.97
C -2.168 -0.374 -1.001 0.14
C -3.002 -1.261 -1.628 -0.25
C -4.378 -1.311 -1.306 -0.18
C -4.923 -0.466 -0.385 -0.22
C -4.082 0.461 0.282 -0.10
C -4.569 1.375 1.246 -0.13
C -3.708 2.233 1.866 -0.27
C -2.337 2.158 1.537 0.06
N -1.855 1.329 0.650 -0.49
C -2.708 0.491 -0.003 0.19
C 0.019 -2.676 -0.446 -0.37
C 0.357 -3.979 -0.785 -0.12
C 0.364 -4.950 0.204 -0.23
C 0.027 -4.624 1.512 -0.19
C -0.323 -3.323 1.838 -0.19
C -0.329 -2.344 0.856 -0.20
H -2.615 -1.917 -2.396 0.24
H -5.007 -2.027 -1.820 0.22
H -5.978 -0.484 -0.150 0.21
H -5.627 1.380 1.479 0.22
H -4.049 2.945 2.604 0.22
H -1.621 2.797 2.042 0.20
H 0.611 -4.230 -1.804 0.23
H 0.631 -5.968 -0.047 0.22
H 0.034 -5.388 2.278 0.22
H -0.585 -3.067 2.855 0.22
H -0.606 -1.323 1.103 0.22
```

=====

The following is a quantum chemistry calculation of C25H22F4N5Sc as an isolated structure, from the Open Molecules 2025 dataset.

For the HOMO-LUMO gap, the calculation gives 6.73 eV. As for the total energy: -2399.48305 a.u. The total charge is +2. Its multiplicity is 1. For the LUMO energy, the calculation gives -6.9 eV. The calculation puts the relative energy (zero: lowest compared OMol25 entry of this formula, charge and spin) at 0.0 kcal per mole.

Structure (XYZ):
```
57
Properties=species:S:1:pos:R:3:nbo_charge:R:1
Sc -0.209 0.060 0.485 1.89
C -3.878 0.183 3.094 -0.21
C -3.881 1.465 3.613 -0.10
C -2.847 2.335 3.295 -0.22
C -1.826 1.893 2.474 0.25
N -1.811 0.635 1.985 -0.58
C -2.824 -0.190 2.278 0.08
C -0.693 2.756 2.043 0.18
C -0.498 4.061 2.469 -0.20
C 0.590 4.761 1.972 -0.10
C 1.453 4.161 1.068 -0.22
C 1.206 2.851 0.689 0.27
N 0.151 2.182 1.176 -0.57
C 2.011 2.111 -0.321 0.17
C 3.151 2.632 -0.908 -0.20
C 3.798 1.899 -1.895 -0.10
C 3.288 0.672 -2.279 -0.21
C 2.153 0.205 -1.639 0.08
N 1.536 0.897 -0.673 -0.57
H -4.670 -0.520 3.304 0.26
H -4.686 1.795 4.255 0.26
H -2.858 3.342 3.684 0.24
H -2.779 -1.177 1.832 0.22
H -1.176 4.531 3.165 0.25
H 0.761 5.783 2.283 0.26
H 2.290 4.715 0.670 0.25
H 3.539 3.595 -0.614 0.24
H 4.688 2.295 -2.365 0.26
H 3.750 0.083 -3.058 0.26
H 1.709 -0.747 -1.904 0.23
C 2.356 -1.160 1.997 -0.42
N 0.976 -1.525 1.618 -0.53
C 0.235 -1.926 2.834 -0.43
C 1.002 -2.653 0.640 -0.23
C -0.372 -2.933 0.045 -0.24
N -0.955 -1.645 -0.321 -0.83
C -2.218 -1.563 -0.897 0.06
C -2.672 -0.280 -1.212 0.24
F -1.777 0.762 -0.935 -0.32
C -3.916 0.016 -1.714 0.38
F -4.235 1.284 -1.955 -0.28
C -4.809 -1.012 -1.956 -0.35
C -4.398 -2.296 -1.661 0.37
F -5.217 -3.315 -1.877 -0.27
C -3.140 -2.581 -1.140 0.31
F -2.827 -3.854 -0.874 -0.30
H 2.852 -1.999 2.492 0.22
H 2.335 -0.315 2.686 0.22
H 2.925 -0.890 1.109 0.22
H 0.732 -2.772 3.316 0.23
H -0.780 -2.220 2.577 0.22
H 0.202 -1.093 3.536 0.22
H 1.401 -3.548 1.128 0.23
H 1.705 -2.371 -0.148 0.21
H -1.001 -3.474 0.757 0.20
H -0.240 -3.600 -0.810 0.23
H -5.791 -0.820 -2.364 0.28
```

=====

> Number 3 is which compound?

C25H22F4N5Sc